This record from OMol25 describes C16H13Br3MgN2O as an isolated structure. The level of theory is the ωB97M-V functional and the def2-TZVPD basis.

CARTESIAN COORDINATES (ANGSTROEM)
1 Mg -0.005 -0.150 -0.203
2 C 0.829 2.783 -1.956
3 C -0.127 3.011 -0.822
4 C -0.699 4.273 -0.576
5 C -1.580 4.431 0.459
6 C -1.917 3.333 1.278
7 C -2.818 3.371 2.361
8 Br -3.680 4.999 2.839
9 C -3.089 2.245 3.090
10 C -2.467 1.037 2.773
11 Br -2.846 -0.511 3.797
12 C -1.550 0.898 1.729
13 O -0.950 -0.208 1.441
14 C -1.294 2.098 0.968
15 N -0.420 1.975 -0.066
16 H 1.006 3.697 -2.520
17 H 0.428 2.024 -2.632
18 H 1.785 2.418 -1.576
19 H -0.440 5.109 -1.210
20 H -2.027 5.396 0.655
21 H -3.785 2.286 3.916
22 C -0.602 -1.157 -1.932
23 H -1.394 -0.606 -2.453
24 H -1.013 -2.148 -1.712
25 H 0.195 -1.316 -2.671
26 Br 6.549 -1.172 1.288
27 C 4.729 -0.835 0.912
28 C 4.287 -0.833 -0.402
29 C 2.946 -0.582 -0.626
30 N 2.079 -0.339 0.359
31 C 2.517 -0.353 1.618
32 C 3.839 -0.597 1.946
33 H 4.962 -1.029 -1.221
34 H 2.539 -0.585 -1.632
35 H 1.775 -0.167 2.386
36 H 4.164 -0.604 2.976

Cartesian forces (eV/Å) of the 6 atoms listed first:
Mg 0.0 -0.1 -0.4
C 0.0 0.0 0.0
C 0.0 -0.1 0.0
C -0.1 0.1 0.1
C 0.1 0.0 -0.1
C 0.1 -0.2 -0.1

Results
E_tot   -237405.624 eV
Total charge   0
Energy relative to the best compared isomer or geometry (same formula, charge and spin)   0.0 kcal per mole
M   513.31 g/mol

Here are the Mulliken charges for atoms 1 to 2, given in e: atom 1 (Mg): 0.73, atom 2 (C): -1.32